No. 1
11
Properties=species:S:1:pos:R:3 method="wB97M-V/def2-TZVPD" gap_ev=7.34 de_lowest_kcal_mol=40.1
C 0.179 -1.590 0.072
C 0.111 -0.081 0.089
N 1.192 0.662 -0.265
C 0.935 1.961 0.110
O 1.720 2.883 0.273
S -0.869 2.220 0.308
C -1.263 0.478 -0.074
S -2.566 -0.327 -0.707
H -0.359 -2.176 0.897
H 1.360 -1.928 0.026
H -0.440 -2.102 -0.728

***

No. 2
18
Properties=species:S:1:pos:R:3 method="wB97M-V/def2-TZVPD" gap_ev=8.29 de_lowest_kcal_mol=0.0
N 2.399 -1.344 -0.017
C 1.412 -0.395 -0.075
C 1.736 0.975 -0.116
C 0.668 1.887 -0.063
C -0.649 1.432 0.021
C -0.964 0.064 -0.010
C -2.378 -0.417 -0.071
O -2.680 -1.601 -0.197
O -3.346 0.512 0.055
C 0.090 -0.866 -0.004
O -0.080 -2.181 0.108
H 3.406 -1.073 0.101
H 2.106 -2.312 0.157
H 2.815 1.238 -0.188
H 0.785 2.997 0.042
H -1.397 2.180 0.108
H -2.893 1.320 0.254
H -1.029 -2.418 -0.105

***

No. 3
66
Properties=species:S:1:pos:R:3 method="wB97M-V/def2-TZVPD" gap_ev=8.22 de_lowest_kcal_mol=264.4
H -2.970 -2.842 2.757
N -3.621 -2.375 2.084
C -3.243 -1.040 2.000
C -1.960 -0.442 2.877
C -0.760 0.094 1.830
C 0.582 -0.706 2.322
C 0.457 -2.349 2.029
N 1.658 -3.049 2.159
H 1.472 -4.056 1.954
C -0.628 1.698 2.176
C 0.035 2.047 3.629
O -0.168 1.418 4.787
O 0.932 3.248 3.689
C 2.230 2.963 3.060
C 3.214 1.689 3.368
O 2.644 3.854 2.117
O -1.273 -0.232 0.511
C -0.308 -0.293 -0.566
C 0.322 1.122 -1.088
C 1.850 1.267 -0.423
C 2.708 2.323 -1.336
O 3.058 1.673 -2.643
C -1.135 -0.946 -1.869
N -2.086 -1.984 -1.315
C 0.017 -1.539 -2.873
C 0.580 -3.029 -2.491
C 2.076 -3.057 -1.823
S 3.411 -2.402 -2.994
C -2.018 0.138 -2.708
C -3.038 1.070 -1.832
C -3.537 2.294 -2.857
Cl -4.539 3.604 -2.011
H -3.818 -0.284 1.304
H -2.405 0.463 3.501
H -1.549 -1.254 3.634
H 0.787 -0.635 3.496
H 1.580 -0.380 1.806
H -0.549 -2.870 1.705
H -0.070 2.337 1.375
H -1.747 2.113 2.209
H 3.284 0.980 2.414
H 4.310 2.124 3.507
H 2.936 1.065 4.320
H 0.599 -1.035 -0.420
H 0.523 1.167 -2.263
H -0.348 2.058 -0.776
H 2.387 0.208 -0.540
H 1.832 1.494 0.723
H 3.762 2.573 -0.840
H 2.098 3.301 -1.576
H 2.351 1.974 -3.311
H -2.972 -1.574 -0.947
H -1.633 -2.603 -0.594
H 0.977 -0.840 -2.978
H -0.464 -1.548 -3.965
H 0.667 -3.626 -3.522
H -0.121 -3.673 -1.810
H 2.146 -2.529 -0.777
H 2.335 -4.204 -1.619
H 4.396 -1.782 -2.166
H -2.697 -0.485 -3.464
H -1.306 0.787 -3.410
H -3.986 0.447 -1.497
H -2.520 1.578 -0.909
H -4.151 1.735 -3.716
H -2.593 2.758 -3.414

***

No. 4
21
Properties=species:S:1:pos:R:3 method="wB97M-V/def2-TZVPD" gap_ev=7.78 de_lowest_kcal_mol=21.8 charge=-1
C 1.999 -0.381 -0.764
C 2.839 -1.032 -1.859
C 2.761 -0.346 0.562
H 1.504 0.554 -1.034
H 1.005 -0.832 -0.681
H 2.740 -0.469 -2.794
H 2.588 -2.072 -2.081
H 3.229 0.646 0.676
H 2.141 -0.471 1.442
H 3.911 -1.012 -1.640
H 3.670 -0.951 0.521
C -2.337 -0.372 0.722
C -1.646 -0.428 2.081
C -1.738 0.776 -0.128
O -0.582 0.610 -0.597
O -2.421 1.825 -0.172
H -2.322 -1.277 0.103
H -3.399 -0.126 0.780
H -0.664 -0.888 1.941
H -2.206 -1.006 2.816
H -1.432 0.600 2.378

***

No. 5
37
Properties=species:S:1:pos:R:3 method="wB97M-V/def2-TZVPD" gap_ev=10.90 de_lowest_kcal_mol=50.1
N -3.506 1.352 -0.150
C -2.481 0.975 0.192
C -1.280 0.150 0.638
O -0.274 -0.245 -0.317
C -0.245 0.090 -1.702
O -1.537 -0.013 -2.398
C 0.748 -0.810 -2.398
C 2.098 -0.709 -1.616
C 2.577 0.700 -1.628
C 1.581 1.784 -1.190
C 0.230 1.461 -1.907
C -1.916 -1.195 1.156
C -0.911 -2.129 1.834
C -0.483 -1.135 3.043
C 0.223 0.143 2.644
C -0.756 0.966 1.806
H -2.273 0.276 -1.875
H 0.503 -1.844 -2.398
H 0.896 -0.420 -3.409
H 1.917 -0.994 -0.604
H 2.915 -1.299 -2.084
H 3.438 0.745 -0.829
H 2.969 0.822 -2.684
H 1.943 2.776 -1.538
H 1.484 1.868 -0.066
H 0.248 1.651 -2.945
H -0.528 2.128 -1.502
H -2.150 -1.762 0.232
H -2.808 -0.999 1.720
H 0.025 -2.346 1.211
H -1.195 -3.166 2.115
H -1.364 -0.956 3.584
H 0.198 -1.639 3.732
H 0.964 -0.149 1.957
H 0.591 0.759 3.431
H -1.584 1.267 2.462
H -0.258 1.896 1.486

***

No. 6
15
Properties=species:S:1:pos:R:3 method="wB97M-V/def2-TZVPD" gap_ev=10.48 de_lowest_kcal_mol=62.8
C -2.106 0.552 0.160
C -1.351 -0.127 -0.732
C -1.117 0.380 -2.152
H -2.526 0.077 1.099
H -2.809 1.365 -0.183
H -0.867 -1.135 -0.358
H -0.600 1.382 -2.194
H -2.034 0.375 -2.931
H -0.443 -0.338 -2.682
N 2.817 -0.906 1.772
C 1.666 -0.108 1.586
O 1.776 0.803 0.780
H 3.508 -0.772 1.057
H 3.305 -1.028 2.716
H 0.781 -0.520 2.062